1.
{
  "formula": "C28H30BrN2O3V",
  "method": "ωB97M-V/def2-TZVPD",
  "species": ["V", "O", "C", "C", "C", "C", "C", "C", "C", "N", "N", "C", "O", "C", "C", "C", "C", "C", "C", "H", "H", "H", "H", "H", "H", "H", "H", "H", "H", "C", "C", "C", "C", "C", "C", "C", "Br", "C", "O", "C", "C", "C", "C", "C", "C", "H", "H", "H", "H", "H", "H", "H", "H", "H", "H", "H", "H", "H", "H", "H", "H", "H", "H", "H", "H"],
  "coordinates": [[-0.119, 0.031, 0.483], [-0.072, -0.376, 2.279], [0.896, -1.118, 2.837], [0.560, -1.964, 3.896], [1.526, -2.735, 4.509], [2.863, -2.676, 4.102], [3.205, -1.835, 3.068], [2.239, -1.065, 2.407], [2.668, -0.181, 1.335], [1.836, 0.325, 0.511], [2.301, 1.347, -0.351], [1.268, 2.005, -0.770], [0.016, 1.693, -0.445], [1.482, 3.226, -1.580], [2.773, 3.587, -1.958], [2.980, 4.729, -2.713], [1.899, 5.516, -3.094], [0.612, 5.157, -2.718], [0.401, 4.009, -1.964], [-0.475, -1.995, 4.209], [1.241, -3.390, 5.323], [3.615, -3.277, 4.595], [4.236, -1.765, 2.738], [3.716, 0.100, 1.243], [3.603, 2.967, -1.652], [3.984, 5.005, -3.006], [2.063, 6.409, -3.683], [-0.229, 5.769, -3.015], [-0.596, 3.713, -1.668], [-5.806, -4.480, 1.390], [-5.069, -4.789, 0.081], [-4.787, -6.289, 0.032], [-5.969, -4.427, -1.107], [-3.785, -3.960, 0.009], [-3.859, -2.567, 0.054], [-2.697, -1.845, -0.033], [-2.784, 0.057, 0.108], [-1.421, -2.404, -0.178], [-0.343, -1.597, -0.311], [-1.325, -3.797, -0.173], [-2.522, -4.520, -0.092], [-0.025, -4.626, -0.242], [-0.058, -5.491, -1.510], [1.284, -3.829, -0.262], [0.031, -5.537, 0.994], [-6.731, -5.059, 1.446], [-6.070, -3.424, 1.468], [-5.189, -4.736, 2.253], [-5.732, -6.834, 0.080], [-4.172, -6.616, 0.873], [-4.284, -6.578, -0.894], [-6.896, -5.005, -1.069], [-5.468, -4.644, -2.053], [-6.235, -3.368, -1.104], [-4.806, -2.054, 0.162], [-2.441, -5.598, -0.107], [-0.087, -4.865, -2.404], [-0.924, -6.156, -1.536], [0.840, -6.111, -1.558], [1.367, -3.182, -1.132], [2.106, -4.551, -0.288], [1.406, -3.215, 0.630], [-0.823, -6.214, 1.058], [0.060, -4.939, 1.908], [0.937, -6.147, 0.959]],
  "lowdin_spin": [1.885, 0.017, 0.012, -0.002, 0.005, -0.001, 0.005, 0.002, 0.030, -0.008, 0.005, 0.003, 0.009, -0.001, 0.000, 0.000, 0.000, 0.000, 0.000, 0.000, 0.000, 0.000, 0.000, 0.001, 0.000, 0.000, 0.000, 0.000, 0.000, 0.000, 0.000, 0.000, 0.000, -0.001, 0.001, 0.003, 0.007, 0.008, 0.023, -0.002, 0.001, 0.000, 0.000, 0.000, 0.000, 0.000, 0.000, 0.000, 0.000, 0.000, 0.000, 0.000, 0.000, 0.000, 0.000, 0.000, 0.000, 0.000, 0.000, 0.000, 0.000, 0.000, 0.000, 0.000, 0.000],
  "multiplicity": 3,
  "e_tot_ha": -4938.335319,
  "e_lumo_ev": [-0.14, -0.20],
  "s_squared": 2.011,
  "de_lowest_kj_mol": 0.0,
  "e_homo_ev": [-8.3093, -8.3768]
}

---

2.
{
  "formula": "CH8N5",
  "method": "ωB97M-V/def2-TZVPD",
  "species": ["C", "N", "N", "N", "N", "N", "H", "H", "H", "H", "H", "H", "H", "H"],
  "coordinates": [[-0.313, -0.153, 0.332], [-1.592, -0.241, 0.252], [-2.520, 0.419, -0.254], [0.697, -0.420, -0.431], [-3.684, -0.084, -0.191], [3.193, 0.293, -0.058], [-0.065, 0.153, 1.571], [0.381, -0.565, -1.423], [1.721, -0.161, -0.271], [-3.782, -0.964, 0.440], [-4.430, 0.477, -0.302], [3.970, -0.394, -0.153], [2.985, 0.472, 0.896], [3.438, 1.170, -0.408]],
  "lowdin_spin": [0.112, 0.499, 0.852, 0.142, 0.311, 0.002, 0.030, 0.001, 0.004, 0.030, 0.016, 0.000, 0.000, 0.000],
  "multiplicity": 3,
  "total_charge": 1,
  "e_tot_ha": -316.214693,
  "e_lumo_ev": [-3.56, -7.17],
  "s_squared": 2.013,
  "de_lowest_kj_mol": 395.3,
  "e_homo_ev": [-10.9899, -14.0002]
}

---

3.
{
  "formula": "C2H9O2S",
  "method": "ωB97M-V/def2-TZVPD",
  "species": ["C", "C", "S", "H", "H", "H", "H", "H", "H", "H", "O", "H", "H", "O"],
  "coordinates": [[1.453, -0.850, -1.648], [0.185, -0.621, -0.852], [0.061, 1.107, -0.164], [2.304, -0.983, -0.973], [1.653, -0.016, -2.304], [1.373, -1.739, -2.286], [0.100, -1.271, 0.014], [-0.696, -0.772, -1.483], [-0.078, 1.205, 2.584], [1.247, 0.603, 2.352], [0.715, 0.943, 3.088], [-3.056, 1.274, 1.091], [-2.175, 0.589, 0.103], [-3.086, 0.531, 0.478]],
  "nbo_charge": [-0.616, -0.506, -0.752, 0.191, 0.205, 0.174, 0.185, 0.176, 0.486, 0.483, -0.983, 0.453, 0.498, -0.997],
  "total_charge": -1,
  "e_tot_ha": -630.313110,
  "e_lumo_ev": 4.10,
  "de_lowest_kj_mol": 10.6,
  "e_homo_ev": -3.0921
}

---

4.
{
  "formula": "C48H82O19",
  "method": "ωB97M-V/def2-TZVPD",
  "species": ["C", "C", "C", "O", "C", "H", "H", "H", "H", "H", "H", "H", "H", "C", "C", "C", "O", "C", "H", "H", "H", "H", "H", "H", "H", "H", "C", "C", "C", "O", "C", "H", "H", "H", "H", "H", "H", "H", "H", "C", "C", "C", "O", "C", "H", "H", "H", "H", "H", "H", "H", "H", "C", "C", "C", "O", "C", "H", "H", "H", "H", "H", "H", "H", "H", "O", "C", "O", "C", "C", "C", "H", "H", "H", "H", "H", "H", "O", "C", "O", "C", "C", "C", "H", "H", "H", "H", "H", "H", "O", "C", "O", "C", "C", "C", "H", "H", "H", "H", "H", "H", "O", "C", "O", "C", "C", "C", "H", "H", "H", "H", "H", "H", "O", "C", "O", "C", "C", "C", "H", "H", "H", "H", "H", "H", "O", "C", "O", "C", "C", "C", "H", "H", "H", "H", "H", "H", "O", "C", "O", "C", "C", "C", "H", "H", "H", "H", "H", "H"],
  "coordinates": [[-1.922, 0.824, -5.097], [-1.606, 1.410, -3.698], [-0.261, 0.741, -3.331], [0.490, 0.874, -4.531], [-0.476, 0.956, -5.616], [-2.630, 1.327, -5.756], [-2.253, -0.214, -5.128], [-2.283, 1.039, -2.929], [-1.601, 2.498, -3.766], [-0.343, -0.309, -3.051], [0.170, 1.307, -2.505], [-0.269, 0.134, -6.302], [-0.387, 1.859, -6.219], [-2.831, -4.881, -0.438], [-4.046, -5.738, -0.580], [-5.151, -4.691, -0.870], [-4.743, -3.532, -0.170], [-3.343, -3.602, 0.101], [-2.456, -4.716, -1.448], [-2.115, -5.408, 0.192], [-4.268, -6.313, 0.319], [-3.986, -6.384, -1.455], [-6.062, -5.106, -0.440], [-5.143, -4.599, -1.956], [-3.183, -3.578, 1.179], [-2.941, -2.698, -0.356], [-1.935, 3.907, 4.135], [-0.494, 3.595, 3.821], [-0.335, 4.398, 2.541], [-1.103, 5.589, 2.716], [-2.121, 5.375, 3.729], [-2.150, 3.538, 5.138], [-2.536, 3.297, 3.461], [-0.305, 2.522, 3.835], [0.311, 4.019, 4.421], [-0.472, 3.856, 1.605], [0.659, 4.789, 2.326], [-2.970, 5.608, 3.087], [-2.073, 6.059, 4.576], [2.662, -3.008, -5.215], [1.990, -2.140, -4.096], [3.004, -1.079, -3.835], [4.207, -1.613, -4.326], [4.037, -2.917, -4.726], [2.463, -2.602, -6.206], [2.317, -4.041, -5.170], [1.906, -2.702, -3.166], [1.136, -1.543, -4.416], [3.169, -0.853, -2.782], [2.909, -0.203, -4.476], [4.208, -3.639, -3.928], [4.739, -3.079, -5.544], [-0.643, -0.293, 0.397], [0.777, -0.755, 0.630], [1.615, 0.391, 0.010], [0.680, 1.535, -0.142], [-0.546, 1.209, 0.528], [-1.306, -0.649, 1.185], [-1.102, -0.695, -0.506], [0.842, -1.766, 0.229], [1.013, -0.778, 1.694], [1.911, 0.116, -1.003], [2.479, 0.707, 0.596], [-1.341, 1.745, 0.009], [-0.609, 1.507, 1.574], [0.835, 4.675, -3.941], [1.926, 4.261, -3.470], [2.407, 4.642, -2.266], [3.439, 3.761, -1.805], [3.947, 3.129, -3.146], [2.733, 3.206, -4.142], [3.056, 2.946, -1.191], [4.206, 4.377, -1.335], [4.331, 2.132, -2.928], [4.675, 3.768, -3.645], [2.032, 2.372, -4.183], [2.943, 3.658, -5.111], [3.521, -1.945, 0.541], [4.460, -1.937, -0.280], [4.975, -0.814, -0.857], [6.123, -1.054, -1.631], [6.642, -2.414, -1.138], [5.329, -3.077, -0.592], [6.859, -0.314, -1.316], [5.995, -0.948, -2.709], [7.358, -2.461, -0.317], [6.954, -3.053, -1.964], [5.503, -3.687, 0.295], [4.784, -3.587, -1.386], [6.085, 3.715, 4.675], [5.047, 2.967, 4.586], [4.879, 2.049, 5.484], [3.651, 1.239, 5.334], [3.285, 1.642, 3.947], [3.904, 2.986, 3.559], [2.852, 1.406, 6.057], [3.753, 0.155, 5.365], [2.211, 1.608, 3.762], [3.749, 0.898, 3.300], [3.243, 3.839, 3.706], [4.333, 2.956, 2.557], [-0.648, 2.043, 7.485], [-0.706, 1.067, 6.712], [0.330, 0.506, 6.114], [0.065, -0.720, 5.315], [-1.417, -0.716, 5.082], [-1.935, 0.302, 6.160], [0.457, -1.590, 5.843], [0.651, -0.806, 4.399], [-1.926, -1.669, 4.934], [-1.613, -0.265, 4.109], [-2.439, -0.071, 7.052], [-2.605, 1.083, 5.801], [2.973, -5.838, -3.711], [2.188, -5.917, -2.751], [2.130, -4.942, -1.779], [1.039, -5.193, -0.930], [0.211, -6.355, -1.535], [1.166, -7.031, -2.492], [0.477, -4.259, -0.956], [1.311, -5.368, 0.112], [-0.660, -6.046, -2.113], [-0.256, -7.031, -0.819], [0.627, -7.208, -3.423], [1.643, -7.954, -2.164], [-4.899, 5.482, 1.131], [-4.745, 4.709, 0.200], [-5.382, 4.868, -0.991], [-4.953, 3.870, -1.916], [-3.762, 3.110, -1.322], [-3.647, 3.685, 0.096], [-4.621, 4.339, -2.842], [-5.746, 3.146, -2.106], [-2.840, 3.240, -1.887], [-3.688, 2.036, -1.151], [-2.642, 4.081, 0.248], [-3.842, 3.018, 0.935], [-3.712, -0.246, 0.733], [-4.397, 0.058, 1.680], [-4.144, 0.989, 2.560], [-5.226, 1.368, 3.466], [-6.368, 0.595, 2.843], [-5.675, -0.583, 2.013], [-5.413, 2.441, 3.478], [-4.945, 1.003, 4.454], [-6.889, 1.091, 2.025], [-7.263, 0.419, 3.440], [-6.232, -1.000, 1.174], [-5.417, -1.442, 2.633]],
  "lowdin_spin": [0.005, 0.001, 0.002, 0.001, 0.001, 0.001, 0.006, 0.002, 0.000, 0.003, 0.000, 0.000, 0.000, 0.044, 0.034, 0.020, 0.007, 0.052, 0.008, 0.031, 0.013, 0.007, 0.005, 0.005, 0.049, 0.004, 0.001, 0.001, 0.000, 0.000, 0.000, 0.000, 0.000, 0.001, 0.000, 0.000, 0.000, 0.000, 0.000, 0.003, 0.005, 0.001, 0.000, 0.000, 0.000, 0.001, 0.002, 0.001, 0.000, 0.000, 0.000, 0.000, 0.010, 0.016, 0.003, 0.001, 0.003, 0.010, 0.003, 0.007, 0.008, 0.000, 0.001, 0.000, 0.001, 0.000, 0.000, 0.000, 0.000, 0.000, 0.000, 0.000, 0.000, 0.000, 0.000, 0.000, 0.000, 0.023, 0.004, 0.002, 0.001, 0.001, 0.004, 0.000, 0.000, 0.001, 0.000, 0.003, 0.001, 0.000, 0.001, 0.001, 0.004, 0.002, 0.001, 0.000, 0.005, 0.001, 0.001, 0.000, 0.000, 0.001, 0.002, 0.006, 0.051, 0.061, 0.017, 0.021, 0.011, 0.060, 0.007, 0.008, 0.002, 0.002, 0.005, 0.005, 0.039, 0.033, 0.021, 0.005, 0.030, 0.005, 0.018, 0.005, 0.006, 0.001, 0.001, 0.001, 0.002, 0.001, 0.001, 0.000, 0.002, 0.000, 0.001, 0.000, 0.000, 0.005, 0.009, 0.007, 0.014, 0.018, 0.031, 0.001, 0.007, 0.002, 0.005, 0.004, 0.027],
  "multiplicity": 2,
  "total_charge": -1,
  "e_tot_ha": -3307.535764,
  "e_lumo_ev": [2.06, 2.05],
  "s_squared": 0.751,
  "e_homo_ev": [0.1654, -7.3931]
}